The following is a DFT calculation (the ωB97M-V functional and the def2-TZVPD basis) of a 11-piece molecular cluster, C54H86O24 overall at a distorted geometry.

Output
Relative energy (zero: lowest compared OMol25 entry of this formula, charge and spin) (kJ/mol): 0.0
Kohn-Sham gap (eV): 9.87
SMILES: COCCCCC[C@H]1OC(=O)O[C@@H]1CCC(C)C.O=C1CCCO1.O=C1CCCO1.O=C1CCCO1.O=C1CCCO1.O=C1CCCO1.O=C1CCCO1.O=C1CCCO1.O=C1CCCO1.O=C1CCCO1.O=C1CCCO1
Net charge: 0
Max |F| (hartree/bohr): 0.0521

Atoms and positions in Å:
C  7.120  3.496  3.550
O  7.226  2.133  3.920
C  6.061  1.590  4.488
C  4.832  1.616  3.582
C  5.139  1.231  2.123
C  4.620  -0.181  1.796
C  3.128  -0.163  1.428
C  2.293  -1.282  2.033
O  3.055  -2.493  1.974
C  3.281  -2.932  3.238
O  4.209  -3.645  3.594
O  2.300  -2.456  4.030
C  1.861  -1.149  3.517
C  0.385  -1.110  3.828
C  -0.195  0.288  3.987
C  0.092  1.252  2.834
C  -0.529  0.785  1.510
C  -0.507  2.616  3.214
H  6.161  3.934  3.806
H  7.321  3.591  2.486
H  7.891  4.062  4.070
H  6.297  0.550  4.707
H  5.822  2.049  5.451
H  4.396  2.613  3.594
H  4.082  0.941  3.983
H  4.664  1.946  1.456
H  6.209  1.273  1.945
H  4.834  -0.801  2.663
H  5.188  -0.572  0.958
H  3.050  -0.276  0.350
H  2.698  0.807  1.656
H  1.397  -1.416  1.434
H  2.484  -0.443  4.060
H  0.268  -1.629  4.777
H  -0.160  -1.706  3.101
H  0.210  0.756  4.883
H  -1.275  0.259  4.123
H  1.168  1.353  2.706
H  -0.654  -0.293  1.429
H  0.050  1.105  0.647
H  -1.504  1.251  1.404
H  -0.175  3.413  2.562
H  -0.233  2.828  4.241
H  -1.587  2.510  3.191
O  1.980  -1.747  -2.700
C  2.416  -2.755  -2.227
C  3.493  -3.656  -2.804
C  3.326  -4.939  -1.992
C  2.776  -4.402  -0.677
O  2.005  -3.238  -1.035
H  4.462  -3.184  -2.635
H  3.337  -3.804  -3.870
H  4.241  -5.514  -1.869
H  2.585  -5.582  -2.469
H  3.563  -4.091  0.010
H  2.128  -5.111  -0.168
O  -2.851  2.908  -0.202
C  -3.658  2.069  -0.474
C  -3.561  1.012  -1.557
C  -5.001  0.525  -1.678
C  -5.528  0.761  -0.271
O  -4.817  1.919  0.211
H  -2.892  0.222  -1.213
H  -3.179  1.445  -2.477
H  -5.090  -0.506  -1.999
H  -5.546  1.153  -2.387
H  -5.313  -0.078  0.394
H  -6.595  0.967  -0.245
O  0.688  -2.423  -9.038
C  0.978  -1.827  -8.043
C  0.139  -0.808  -7.290
C  1.171  -0.131  -6.389
C  2.186  -1.239  -6.184
O  2.157  -2.012  -7.403
H  -0.622  -1.341  -6.718
H  -0.336  -0.122  -7.984
H  0.768  0.254  -5.454
H  1.639  0.698  -6.922
H  1.922  -1.892  -5.350
H  3.190  -0.851  -6.028
O  3.838  1.538  -8.229
C  4.815  0.856  -8.305
C  5.652  0.596  -9.542
C  6.477  -0.623  -9.138
C  6.579  -0.442  -7.631
O  5.358  0.211  -7.239
H  6.274  1.473  -9.728
H  5.013  0.410  -10.399
H  7.446  -0.690  -9.627
H  5.921  -1.533  -9.365
H  7.417  0.198  -7.346
H  6.657  -1.385  -7.096
O  -0.410  5.076  5.380
C  -1.567  5.298  5.597
C  -2.150  6.353  6.514
C  -3.597  5.898  6.675
C  -3.841  5.175  5.357
O  -2.564  4.618  4.988
H  -2.085  7.321  6.016
H  -1.611  6.385  7.456
H  -4.298  6.710  6.857
H  -3.671  5.193  7.505
H  -4.159  5.855  4.564
H  -4.565  4.368  5.439
O  -3.862  9.501  6.404
C  -2.906  10.182  6.636
C  -2.641  11.606  6.193
C  -1.140  11.747  6.438
C  -0.908  10.782  7.592
O  -1.875  9.738  7.394
H  -3.230  12.283  6.815
H  -2.908  11.733  5.148
H  -0.815  12.763  6.655
H  -0.606  11.396  5.559
H  -1.081  11.240  8.569
H  0.087  10.344  7.580
O  -4.189  -2.578  -1.679
C  -5.002  -3.426  -1.908
C  -4.944  -4.507  -2.965
C  -6.390  -4.991  -3.020
C  -6.870  -4.713  -1.602
O  -6.137  -3.550  -1.176
H  -4.269  -5.286  -2.628
H  -4.601  -4.106  -3.912
H  -6.498  -6.033  -3.315
H  -6.956  -4.381  -3.727
H  -6.639  -5.533  -0.917
H  -7.934  -4.497  -1.544
O  -1.329  11.079  2.874
C  -0.377  10.358  2.858
C  0.464  9.949  1.665
C  1.241  8.747  2.203
C  1.331  9.070  3.689
O  0.125  9.802  3.987
H  1.120  10.781  1.405
H  -0.170  9.702  0.820
H  2.213  8.599  1.740
H  0.657  7.838  2.059
H  2.186  9.706  3.927
H  1.364  8.180  4.313
O  -3.576  -5.761  -5.589
C  -3.088  -6.709  -5.050
C  -2.003  -7.620  -5.587
C  -2.097  -8.835  -4.665
C  -2.618  -8.214  -3.379
O  -3.446  -7.105  -3.800
H  -1.046  -7.105  -5.494
H  -2.191  -7.861  -6.629
H  -1.162  -9.370  -4.528
H  -2.832  -9.539  -5.059
H  -1.815  -7.825  -2.750
H  -3.218  -8.904  -2.794
O  -1.729  -11.343  -2.412
C  -2.600  -11.701  -1.677
C  -3.016  -13.123  -1.353
C  -4.387  -12.929  -0.705
C  -4.248  -11.542  -0.091
O  -3.356  -10.829  -0.967
H  -2.288  -13.545  -0.659
H  -3.055  -13.723  -2.257
H  -4.650  -13.694  0.022
H  -5.159  -12.917  -1.475
H  -3.801  -11.570  0.905
H  -5.191  -11.004  -0.037

Cartesian forces, eV/Å:
C 0.5 -0.1 0.2
O -0.1 0.2 0.0
C -0.3 -0.7 0.1
C 0.2 0.6 -0.6
C -0.3 -0.5 0.2
C 0.1 0.8 0.1
C 0.3 -0.3 -0.1
C -0.6 0.6 -0.1
O 0.7 -0.3 0.4
C 1.1 -1.0 0.5
O -2.2 1.3 -1.0
O 0.8 0.1 0.4
C 0.6 -1.7 -0.2
C -0.2 0.5 0.4
C 0.3 0.4 -0.5
C -0.7 0.1 -0.2
C 0.1 0.1 0.0
C 0.4 -0.9 0.2
H -0.2 0.0 -0.1
H -0.2 0.1 -0.2
H 0.1 0.1 0.1
H 0.2 -0.1 0.0
H 0.0 0.3 0.1
H -0.1 0.1 0.1
H -0.1 0.0 0.2
H 0.0 0.1 -0.2
H 0.2 0.1 0.0
H 0.0 -0.3 0.0
H 0.1 -0.3 0.0
H -0.1 0.1 -0.2
H -0.2 0.0 0.2
H -0.1 -0.2 -0.2
H -0.3 0.5 0.0
H 0.0 -0.1 0.1
H 0.0 0.0 -0.3
H 0.1 -0.1 0.2
H -0.2 -0.2 0.1
H 0.2 0.0 0.2
H 0.0 -0.1 0.1
H 0.1 0.1 -0.1
H -0.2 -0.1 -0.1
H -0.1 0.2 -0.1
H 0.1 0.4 0.1
H -0.2 0.3 -0.1
O -0.2 0.1 0.0
C 0.3 0.1 -0.1
C -0.2 -0.4 0.1
C 0.0 0.1 -0.1
C 0.2 -0.2 0.1
O 0.0 0.0 0.0
H 0.0 0.0 -0.1
H 0.1 0.2 -0.1
H 0.0 0.0 0.1
H 0.0 0.0 0.0
H 0.0 0.0 0.0
H -0.1 0.1 0.0
O 0.0 0.2 0.1
C 0.2 -0.2 -0.1
C -0.4 0.0 -0.1
C 0.0 0.1 -0.2
C -0.1 -0.1 0.0
O -0.1 0.0 0.0
H 0.0 0.0 0.0
H 0.2 0.0 0.1
H 0.0 -0.1 0.1
H 0.0 0.0 0.0
H 0.0 0.0 0.0
H 0.0 0.1 0.1
O 0.1 -0.1 -0.1
C -0.3 0.0 0.1
C 0.4 0.2 0.1
C -0.2 0.1 -0.1
C 0.1 0.1 0.2
O 0.1 0.1 0.0
H 0.0 0.0 -0.1
H -0.1 -0.1 -0.1
H 0.0 -0.1 0.0
H 0.0 0.0 0.0
H 0.0 0.0 0.0
H 0.1 -0.1 -0.1
O -0.2 -0.1 0.3
C 0.1 0.2 -0.3
C 0.1 -0.5 0.1
C 0.0 0.0 -0.1
C 0.1 -0.1 0.0
O -0.1 0.0 -0.1
H 0.0 0.0 0.0
H -0.1 0.2 0.0
H 0.0 0.0 0.1
H 0.0 0.0 0.0
H 0.0 0.0 0.0
H -0.1 0.0 0.1
O 0.1 -0.1 0.0
C 0.0 0.3 0.0
C -0.3 -0.3 0.1
C 0.0 0.1 0.1
C -0.1 0.1 0.1
O 0.0 -0.1 0.0
H 0.1 0.0 0.1
H 0.2 0.1 -0.1
H 0.0 0.1 -0.1
H 0.0 0.0 0.0
H 0.0 0.0 0.0
H 0.1 -0.1 -0.1
O 0.0 -0.2 0.0
C -0.2 0.2 0.0
C 0.4 -0.1 0.0
C 0.0 0.2 -0.1
C 0.1 0.1 -0.1
O 0.0 -0.1 0.1
H -0.1 0.0 0.0
H -0.1 0.0 0.0
H 0.0 0.0 0.1
H 0.0 0.0 0.0
H -0.1 0.0 0.0
H -0.1 -0.1 0.0
O 0.0 0.1 0.1
C 0.3 -0.2 -0.1
C -0.6 0.3 0.1
C 0.1 0.0 -0.1
C -0.1 -0.1 -0.1
O -0.1 0.0 0.0
H 0.1 0.0 0.0
H 0.3 -0.1 0.0
H 0.0 0.0 0.1
H 0.0 0.0 0.0
H 0.0 0.0 0.0
H 0.0 0.1 0.1
O -0.1 0.0 0.1
C 0.1 0.2 -0.2
C 0.1 -0.4 0.2
C 0.0 0.1 -0.1
C 0.1 -0.2 0.0
O 0.1 -0.1 0.0
H -0.1 0.0 0.0
H 0.0 0.2 -0.1
H 0.0 0.0 0.0
H 0.0 0.0 0.0
H 0.0 0.0 0.0
H -0.1 0.1 0.1
O -0.2 0.1 0.0
C 0.2 0.1 -0.1
C -0.2 -0.4 0.2
C 0.1 0.1 -0.1
C 0.0 -0.2 0.1
O 0.1 -0.2 -0.1
H 0.0 0.0 -0.1
H 0.1 0.2 -0.1
H 0.0 0.0 0.1
H 0.0 0.0 0.0
H 0.0 0.0 0.0
H -0.1 0.1 0.1
O 0.0 0.2 -0.1
C 0.2 -0.2 0.1
C -0.5 0.1 0.0
C 0.1 -0.1 0.0
C -0.1 -0.1 0.1
O -0.1 0.0 0.0
H 0.1 0.0 -0.1
H 0.2 0.0 0.0
H 0.0 0.0 0.0
H 0.0 0.0 0.0
H 0.0 0.0 0.0
H 0.1 0.1 0.0